Entry 1:
Computed, not measured: an isolated molecule of C5H7NO at a distorted geometry, with ωB97M-V with the def2-TZVPD basis set.

```
14
Properties=species:S:1:pos:R:3:nbo_charge:R:1
C 2.544 0.995 0.192 -0.267
C 1.675 0.259 -0.194 0.019
C 0.614 -0.654 -0.599 -0.531
C -0.283 -0.977 0.576 -0.117
N -0.885 0.617 1.138 -0.681
C -2.063 0.641 0.531 0.490
O -2.392 -0.338 -0.125 -0.659
H 3.321 1.650 0.514 0.239
H 1.055 -1.573 -1.015 0.246
H 0.009 -0.223 -1.407 0.257
H -0.941 -1.831 0.281 0.254
H 0.197 -1.239 1.497 0.198
H -0.570 1.487 1.622 0.417
H -2.731 1.511 0.603 0.136
```

The frontier orbital gap comes out at 0.3879 Ha. The multiplicity is 1. The lowest unoccupied orbital energy is 0.98 eV. As for the SMILES: C#CCCNC=O. The calculation puts the energy above the lowest of the compared OMol25 structures with the same formula, charge and spin at 89.1 kcal per mole.

=====

Entry 2:
Computed, not measured: an isolated molecule of C5H7NO, with ωB97M-V with the def2-TZVPD basis set.

```
14
Properties=species:S:1:pos:R:3:nbo_charge:R:1
H -0.193 1.219 1.813 0.343
N -1.052 1.767 1.746 -0.692
C -1.409 1.912 0.547 0.409
O -0.820 1.467 -0.601 -0.509
C 0.365 0.752 -0.495 0.097
C 0.405 -0.508 -0.118 -0.056
C -0.309 -1.706 0.329 -0.434
C 1.205 -1.711 0.127 -0.427
H -2.310 2.465 0.287 0.166
H 1.244 1.322 -0.785 0.194
H -0.924 -2.239 -0.393 0.229
H -0.688 -1.730 1.348 0.230
H 1.835 -1.745 1.013 0.225
H 1.604 -2.251 -0.729 0.226
```

The frontier orbital gap comes out at 0.3966 Ha. The multiplicity is 1. The lowest unoccupied orbital energy is 0.99 eV. As for the SMILES: [H]/N=C\OC=C1CC1. The calculation puts the energy above the lowest of the compared OMol25 structures with the same formula, charge and spin at 61.6 kcal per mole.

=====

Entry 3:
Computed, not measured: a structure of composition C5H7NO, with ωB97M-V with the def2-TZVPD basis set.

```
14
Properties=species:S:1:pos:R:3:nbo_charge:R:1
O -2.511 1.022 0.220 -0.499
C -1.814 0.285 -0.437 0.435
C -0.367 0.052 -0.116 -0.197
C 0.712 1.083 0.250 -0.218
N 1.478 -0.229 0.363 -0.354
C 0.756 -0.617 -0.921 -0.234
C 0.229 -0.737 1.066 -0.214
H -2.226 -0.265 -1.311 0.111
H 1.081 1.738 -0.546 0.193
H 0.607 1.618 1.198 0.200
H 1.134 -0.098 -1.809 0.193
H 0.707 -1.699 -1.084 0.192
H 0.129 -1.828 1.057 0.192
H 0.085 -0.326 2.070 0.199
```

The frontier orbital gap comes out at 0.3620 Ha. The multiplicity is 1. The lowest unoccupied orbital energy is 0.69 eV. The calculation puts the energy above the lowest of the compared OMol25 structures with the same formula, charge and spin at 81.8 kcal per mole.